{"formula": "C23H30Br2CdNOPSbTe", "method": "ωB97M-V/def2-TZVPD", "symbols": ["Cd", "Br", "C", "C", "C", "Br", "C", "C", "C", "C", "N", "C", "C", "O", "H", "H", "H", "H", "C", "C", "Sb", "C", "C", "C", "C", "H", "H", "H", "H", "H", "H", "H", "H", "H", "H", "H", "H", "H", "H", "H", "C", "P", "C", "C", "C", "C", "C", "C", "C", "H", "H", "H", "H", "H", "H", "H", "H", "H", "H", "H", "Te"], "xyz": [[-0.329, 1.738, 0.080], [-3.231, -2.600, -0.559], [-3.181, -1.502, 0.986], [-3.832, -1.939, 2.147], [-3.814, -1.179, 3.282], [-4.693, -1.842, 4.838], [-3.136, 0.062, 3.308], [-3.052, 0.922, 4.426], [-2.347, 2.084, 4.340], [-1.713, 2.413, 3.125], [-1.797, 1.654, 2.068], [-2.483, 0.490, 2.127], [-2.484, -0.289, 0.900], [-1.886, 0.129, -0.145], [-4.351, -2.886, 2.141], [-3.549, 0.643, 5.345], [-2.265, 2.750, 5.188], [-1.136, 3.327, 3.019], [1.213, 2.469, -5.485], [0.292, 1.240, -5.398], [-0.178, 0.747, -3.342], [-1.112, -1.197, -3.724], [-0.748, -2.037, -4.955], [1.802, -0.041, -2.937], [2.575, -0.675, -4.105], [1.450, 2.724, -6.525], [2.159, 2.302, -4.959], [0.753, 3.346, -5.020], [0.742, 0.365, -5.877], [-0.662, 1.435, -5.899], [-2.181, -0.967, -3.739], [-0.948, -1.760, -2.799], [-0.847, -1.465, -5.883], [-1.406, -2.910, -5.042], [0.272, -2.416, -4.910], [1.644, -0.770, -2.139], [2.360, 0.793, -2.509], [2.017, -1.470, -4.598], [3.520, -1.110, -3.757], [2.827, 0.067, -4.868], [2.044, -2.194, 0.908], [1.626, -0.399, 0.810], [3.312, 0.304, 0.761], [1.194, -0.099, 2.575], [0.414, -1.008, 3.294], [0.037, -0.743, 4.605], [0.435, 0.438, 5.221], [1.188, 1.362, 4.508], [1.551, 1.105, 3.191], [1.141, -2.804, 0.929], [2.646, -2.402, 1.793], [2.605, -2.462, 0.011], [3.870, 0.028, 1.658], [3.254, 1.387, 0.651], [3.817, -0.090, -0.125], [0.084, -1.930, 2.827], [-0.582, -1.455, 5.140], [0.151, 0.639, 6.248], [1.485, 2.297, 4.972], [2.112, 1.848, 2.638], [1.352, 3.532, -0.759]], "forces_ev_per_a": [[-0.298, 0.115, -0.191], [-0.002, 0.002, 0.046], [0.008, 0.030, -0.036], [0.113, 0.100, -0.134], [0.047, 0.012, 0.088], [0.021, 0.055, -0.013], [-0.020, 0.089, -0.096], [-0.115, -0.096, -0.022], [0.022, 0.202, -0.084], [-0.114, 0.196, 0.200], [0.236, -0.211, -0.080], [-0.095, -0.055, 0.054], [-0.060, -0.114, -0.008], [0.159, -0.053, 0.001], [0.003, -0.039, -0.041], [0.006, -0.025, 0.018], [0.022, 0.002, -0.018], [0.032, -0.030, 0.031], [-0.082, -0.155, -0.020], [-0.008, 0.218, -0.062], [0.085, -0.390, -0.163], [-0.013, 0.007, -0.125], [-0.117, 0.105, 0.118], [0.110, -0.131, -0.259], [-0.023, 0.200, 0.191], [-0.016, -0.021, 0.084], [-0.113, 0.004, -0.041], [0.020, -0.078, -0.016], [-0.028, 0.107, 0.032], [0.096, 0.004, -0.026], [-0.001, -0.060, 0.022], [-0.022, 0.024, -0.070], [0.019, -0.023, 0.070], [0.022, 0.063, 0.006], [0.008, 0.021, 0.005], [0.028, -0.029, 0.048], [0.013, 0.012, 0.088], [0.000, 0.026, 0.036], [-0.032, 0.037, -0.003], [-0.036, -0.067, 0.080], [-0.067, 0.032, -0.069], [-0.047, -0.079, 0.372], [0.039, -0.076, -0.081], [-0.021, 0.133, -0.029], [0.001, 0.034, 0.034], [0.054, 0.047, -0.035], [0.075, -0.050, -0.034], [0.017, -0.042, -0.054], [0.030, -0.115, 0.097], [-0.003, 0.011, 0.001], [0.033, -0.049, -0.011], [-0.011, -0.003, -0.002], [0.052, 0.014, -0.023], [-0.031, 0.031, -0.016], [-0.022, 0.034, 0.025], [-0.001, 0.029, 0.018], [0.030, 0.008, -0.019], [-0.014, 0.000, -0.065], [-0.015, -0.064, -0.038], [0.002, 0.024, -0.021], [0.024, 0.029, 0.236]], "lowdin_charge": [0.869, 0.737, -0.611, -0.192, -0.642, 0.712, -0.207, -0.048, -0.061, -0.142, 0.043, -0.168, -0.471, -0.274, 0.088, 0.077, 0.105, 0.112, -0.211, -0.482, 1.256, -0.464, -0.200, -0.472, -0.187, 0.057, 0.053, 0.058, 0.028, 0.036, 0.024, 0.016, 0.052, 0.057, 0.037, 0.002, -0.006, 0.034, 0.059, 0.050, -0.291, 0.818, -0.316, -0.413, -0.106, -0.092, -0.111, -0.099, -0.118, 0.028, 0.042, 0.031, 0.044, -0.040, 0.035, 0.099, 0.104, 0.100, 0.103, 0.082, -0.626], "e_above_lowest_kcal_mol": 6.64, "e_homo_ev": -3.24, "energy_ev": -195647.064, "lumo_energy_ev": 2.2, "gap_ev": 5.47, "charge": -1}

***

{"formula": "C2H4I2O", "method": "ωB97M-V/def2-TZVPD", "symbols": ["C", "C", "O", "I", "I", "H", "H", "H", "H"], "xyz": [[1.255, -0.351, 0.374], [-1.302, -0.153, -0.811], [1.623, 0.876, 0.562], [-2.457, -1.776, -0.057], [-1.497, 1.759, -0.097], [1.022, -0.993, 1.266], [1.385, -0.551, -0.684], [-1.208, -0.051, -1.949], [1.180, 1.238, 1.396]], "forces_ev_per_a": [[-1.191, -1.584, -0.702], [0.781, -0.275, -1.176], [-0.577, 2.714, 2.529], [0.442, 0.819, -0.413], [-0.385, 0.340, 0.365], [0.134, 0.385, -1.454], [0.063, -1.251, 0.469], [-0.230, -0.756, 1.804], [0.963, -0.391, -1.423]], "lowdin_charge": [-0.155, -1.320, -0.107, 0.610, 0.735, 0.102, 0.069, -0.046, 0.113], "e_above_lowest_kcal_mol": 90.04, "e_homo_ev": [-7.90, -7.28], "energy_ev": -20383.290, "lumo_energy_ev": [0.0, -0.6], "gap_ev": [7.90, 6.67]}

***

{"formula": "C14H29IN2OS3", "method": "ωB97M-V/def2-TZVPD", "symbols": ["C", "C", "N", "C", "C", "S", "C", "C", "C", "S", "C", "S", "N", "C", "C", "C", "C", "C", "C", "O", "H", "H", "H", "H", "H", "H", "H", "H", "H", "H", "H", "H", "H", "H", "H", "H", "H", "H", "H", "H", "H", "H", "H", "H", "H", "H", "H", "H", "H", "I"], "xyz": [[-1.343, -3.536, 3.107], [-2.024, -3.212, 1.657], [-1.240, -2.293, 0.753], [-0.769, -1.032, 1.432], [-1.925, -0.158, 2.191], [-1.198, 1.130, 3.396], [0.522, 1.658, 2.886], [0.583, 3.245, 2.388], [0.124, 3.296, 0.813], [1.618, 2.836, -0.237], [1.039, 2.370, -1.992], [0.907, 3.665, -3.123], [0.752, 0.919, -2.325], [1.851, 0.339, -3.222], [3.349, 0.377, -2.521], [-0.520, 0.749, -3.127], [-1.866, 1.176, -2.274], [-0.048, -2.967, 0.106], [0.276, -2.767, -1.522], [0.848, -3.753, 0.758], [-1.156, -4.714, 3.136], [-0.300, -3.044, 3.301], [-2.062, -3.323, 4.033], [-3.101, -2.746, 1.842], [-2.215, -4.211, 1.041], [-0.334, -0.331, 0.569], [0.158, -1.263, 2.131], [-2.525, 0.463, 1.387], [-2.688, -0.774, 2.828], [-1.106, 0.453, 4.649], [1.042, 0.985, 2.084], [1.214, 1.619, 3.858], [-0.051, 3.955, 3.097], [1.727, 3.558, 2.468], [-0.254, 4.400, 0.579], [-0.711, 2.480, 0.657], [1.816, 0.962, -4.235], [1.607, -0.813, -3.406], [4.027, 1.129, -3.151], [3.329, 0.655, -1.377], [3.827, -0.686, -2.676], [-0.595, -0.398, -3.442], [-0.552, 1.356, -4.134], [-2.313, 2.154, -2.737], [-1.610, 1.355, -1.136], [-2.647, 0.288, -2.361], [0.564, -3.852, -1.926], [-0.643, -2.297, -2.075], [1.259, -2.134, -1.580], [3.360, 2.729, -2.569]], "forces_ev_per_a": [[-0.048, -1.601, 0.607], [-0.728, -0.728, 0.458], [0.947, -0.411, 0.666], [1.561, 1.079, -0.622], [-0.417, -0.864, -1.005], [-0.116, -0.437, -0.158], [2.941, 1.245, 0.729], [0.043, -0.590, -0.444], [-0.969, 0.476, 0.871], [-1.647, -0.483, -0.014], [-1.293, 0.169, -0.945], [-2.909, -0.710, 1.565], [0.050, 0.547, -1.109], [0.659, -0.762, 0.217], [-0.511, -4.320, -0.993], [-1.334, -0.280, -0.112], [0.115, -0.421, -0.325], [4.885, -3.463, 1.204], [-0.149, -0.598, 1.294], [-6.087, 4.843, -3.272], [-0.261, 2.650, 0.040], [-2.093, -0.855, -0.568], [1.461, -0.235, -2.105], [2.298, -0.834, -0.592], [0.508, 2.179, 1.439], [-0.885, -1.402, 1.769], [-1.996, 0.510, -0.987], [1.256, -1.080, 1.805], [1.600, 1.144, -1.105], [0.346, 0.387, -1.811], [-1.403, 1.087, 1.348], [-1.811, -0.285, -1.907], [1.262, -1.620, -1.526], [-2.417, -0.723, -0.086], [0.632, -2.571, 0.291], [1.227, 1.793, 0.232], [0.421, -1.410, 1.857], [0.208, 2.585, 0.242], [-0.514, -3.716, 1.231], [0.113, -1.021, -2.342], [-0.902, 1.323, 0.581], [0.236, 2.387, 0.839], [0.419, -0.961, 1.916], [0.809, -1.904, 1.096], [-0.444, -0.342, -2.285], [1.473, 1.947, 0.259], [-0.848, 2.435, 0.945], [1.997, -0.850, 1.055], [-2.056, -0.931, 0.050], [4.373, 7.624, -0.295]], "lowdin_charge": [-0.122, -0.229, -0.145, -0.231, -0.323, 1.029, -0.406, -0.291, -0.504, 0.610, -1.270, 0.317, -0.259, -0.311, -0.476, -0.301, -0.114, -0.257, -0.015, -0.041, 0.094, 0.072, 0.081, 0.119, 0.143, 0.144, 0.128, 0.118, 0.099, 0.042, 0.094, 0.122, 0.122, 0.124, 0.107, 0.054, 0.116, 0.104, -0.158, 0.033, 0.078, 0.104, 0.104, 0.077, 0.044, 0.073, 0.108, 0.079, 0.084, 0.830], "e_homo_ev": -4.48, "energy_ev": -60606.165, "lumo_energy_ev": -1.5, "gap_ev": 2.96}

***

{"formula": "C5H10O2", "method": "ωB97M-V/def2-TZVPD", "symbols": ["O", "C", "C", "C", "C", "O", "C", "H", "H", "H", "H", "H", "H", "H", "H", "H", "H"], "xyz": [[2.690, -0.073, 0.515], [1.389, -0.581, 0.379], [0.466, 0.252, 1.120], [-0.420, 1.120, 0.353], [-1.844, 0.637, -0.052], [-1.781, -0.656, -0.599], [-0.688, -0.966, -1.339], [3.255, -0.795, 0.808], [0.834, -0.565, -0.696], [1.360, -1.669, 0.486], [0.769, 0.558, 2.128], [-0.520, 2.105, 0.823], [0.111, 1.233, -0.613], [-2.216, 1.381, -0.774], [-2.506, 0.554, 0.817], [-0.609, -0.474, -2.320], [-0.478, -2.042, -1.356]], "forces_ev_per_a": [[0.552, -0.252, 0.013], [-0.778, -0.773, -1.462], [-0.052, 0.128, 1.238], [-0.584, 0.551, -0.577], [0.569, 0.473, 0.399], [-0.006, -0.456, 0.142], [-0.415, -0.522, -1.009], [0.173, 0.129, -0.090], [1.378, 0.201, 0.765], [0.024, 0.009, 0.562], [-0.121, -0.094, -0.336], [-0.089, -0.095, -0.078], [-0.341, 0.399, 0.219], [-0.200, -0.289, 0.124], [0.023, 0.159, -0.253], [0.083, 0.049, 0.278], [-0.217, 0.382, 0.066]], "lowdin_charge": [-0.032, -0.335, -0.059, -0.207, -0.189, -0.149, -0.094, 0.086, 0.085, 0.121, 0.106, 0.118, 0.119, 0.122, 0.124, 0.092, 0.093], "e_above_lowest_kcal_mol": 143.67, "e_homo_ev": [-7.85, -7.36], "energy_ev": -9436.813, "lumo_energy_ev": [0.5, 0.2], "gap_ev": [8.36, 7.56]}

***

{"formula": "C12H15NO3", "method": "ωB97M-V/def2-TZVPD", "symbols": ["O", "C", "O", "H", "C", "H", "H", "C", "H", "H", "C", "N", "C", "O", "C", "C", "C", "C", "C", "C", "C", "H", "H", "H", "H", "H", "H", "H", "H", "H", "H"], "xyz": [[3.368, 2.097, -2.237], [2.397, 2.099, -2.944], [2.220, 2.997, -3.920], [2.964, 3.620, -3.951], [1.236, 1.143, -2.847], [0.771, 1.043, -3.827], [0.500, 1.607, -2.184], [1.659, -0.209, -2.275], [2.157, -0.797, -3.047], [2.376, -0.041, -1.469], [0.460, -0.994, -1.741], [-0.102, -0.372, -0.566], [-1.313, 0.223, -0.547], [-2.046, 0.275, -1.511], [-1.668, 0.840, 0.807], [-1.399, -0.114, 1.932], [-0.279, 0.027, 2.743], [-0.022, -0.882, 3.755], [-0.880, -1.947, 3.965], [-1.998, -2.097, 3.160], [-2.254, -1.188, 2.151], [-3.124, -1.306, 1.522], [-2.672, -2.926, 3.321], [-0.681, -2.656, 4.754], [0.850, -0.757, 4.381], [0.393, 0.862, 2.592], [-1.078, 1.752, 0.926], [-2.723, 1.114, 0.771], [0.460, -0.366, 0.272], [-0.336, -1.029, -2.488], [0.765, -2.016, -1.495]], "forces_ev_per_a": [[0.112, -0.028, 0.107], [0.103, -0.067, 0.151], [-0.254, 0.377, -0.539], [0.001, -0.236, 0.243], [0.181, -0.153, 0.074], [-0.062, 0.020, 0.045], [-0.021, 0.059, -0.050], [-0.234, 0.085, 0.042], [0.081, -0.028, 0.007], [0.033, -0.057, -0.056], [0.165, -0.031, -0.261], [0.393, -0.095, -0.011], [0.044, 0.181, 0.481], [-0.309, 0.080, -0.338], [-0.142, -0.038, -0.205], [0.040, 0.078, 0.196], [-0.087, 0.052, -0.036], [0.085, -0.080, 0.081], [0.064, -0.032, 0.077], [-0.057, -0.052, -0.018], [0.024, 0.045, 0.011], [-0.113, -0.021, -0.073], [-0.057, -0.065, 0.012], [0.013, -0.055, 0.065], [0.063, 0.007, 0.054], [0.038, 0.100, -0.024], [-0.043, 0.009, 0.005], [0.097, 0.016, -0.067], [-0.155, -0.024, 0.014], [0.072, -0.112, 0.087], [-0.073, 0.062, -0.074]], "lowdin_charge": [0.102, -0.538, 0.108, 0.130, -0.095, 0.130, 0.128, -0.167, 0.120, 0.112, -0.175, 0.068, -0.505, 0.061, -0.055, -0.250, -0.060, -0.084, -0.092, -0.078, -0.033, 0.121, 0.103, 0.101, 0.103, 0.113, 0.125, 0.127, 0.136, 0.123, 0.122], "e_above_lowest_kcal_mol": 2.03, "e_homo_ev": -9.19, "smiles": "O=C(O)CCCNC(=O)Cc1ccccc1", "energy_ev": -20321.334, "lumo_energy_ev": 0.7, "gap_ev": 9.85}